Formula: C23H15AsN4O10RuS
Source: the Open Molecules 2025 dataset
Level of theory: the ωB97M-V functional and the def2-TZVPD basis

The spin multiplicity is 2. The orbital gap (spin up / spin down) is 8.30 / 8.02 eV. The total charge is -1. The energy relative to the best compared isomer or geometry (same formula, charge and spin) comes out at 0.0 kcal per mole. The calculation puts the HOMO energy (spin up / spin down) at -6.34 / -6.08 eV. The molecular weight comes out at 715.5 g/mol. Its max |F| is 0.5 eV Å⁻¹. Its calculated total energy is -4585.99057 a.u.

CARTESIAN COORDINATES (ANGSTROEM)
Ru 1.21 -0.25 0.85
O 3.84 1.68 -1.60
C 3.21 1.13 -0.72
O 1.93 0.90 -0.70
C 3.91 0.65 0.54
C 5.25 0.75 0.84
C 5.68 0.29 2.08
C 4.77 -0.25 2.98
C 3.44 -0.32 2.61
N 3.07 0.12 1.42
C 2.28 -0.84 3.44
O 2.47 -1.20 4.59
O 1.13 -0.73 2.84
H 5.92 1.18 0.11
H 6.73 0.35 2.34
H 5.06 -0.62 3.96
O -0.39 -0.38 -2.37
As -1.25 -1.31 -1.15
O -2.84 -1.10 -1.41
O -0.69 -0.79 0.35
C -0.77 -3.19 -1.29
C -1.86 -4.02 -1.55
C -1.70 -5.40 -1.56
C -0.46 -5.96 -1.33
C 0.63 -5.15 -1.08
C 0.48 -3.77 -1.07
S 1.97 -2.80 -0.83
O 1.89 -1.75 -1.84
O 3.07 -3.71 -0.93
O 1.88 -2.22 0.54
H 0.56 -0.58 -2.29
H -2.82 -3.56 -1.71
H -2.56 -6.03 -1.76
H -0.34 -7.04 -1.34
H 1.62 -5.56 -0.92
N -6.73 4.79 -3.10
C -5.85 4.42 -2.46
C -4.76 3.97 -1.65
C -4.26 4.80 -0.64
C -3.21 4.37 0.14
C -2.65 3.12 -0.08
C -3.15 2.27 -1.07
C -4.20 2.71 -1.86
N -1.58 2.66 0.73
C -1.56 2.59 2.11
C -0.46 1.84 2.42
N 0.18 1.50 1.26
C -0.50 2.01 0.27
H -4.70 5.77 -0.49
H -2.80 5.01 0.91
H -2.76 1.27 -1.19
H -4.60 2.06 -2.63
H -2.34 3.00 2.71
H -0.12 1.48 3.38
H -0.27 1.86 -0.78